## w
12
Properties=species:S:1:pos:R:3:mulliken_charge:R:1 method="wB97M-V/def2-TZVPD" mol_weight_g_mol=92.1 homo_energy_ha=-0.1607 orbital_gap_ev=8.6 lumo_energy_ev=4.3 charge=-1
O -2.04802 -0.77394 0.64482 -0.693
C -0.86662 -0.92491 0.99060 0.005
N 0.18185 -0.17221 0.70927 -0.418
C 1.96376 -0.10291 0.01773 -0.027
O 2.19681 1.06620 -0.33232 -0.657
H -0.57027 -1.76714 1.66196 0.303
H -0.12915 0.69259 0.27303 0.176
H 2.41307 -0.46187 0.95863 0.184
H 1.88018 -0.96075 -0.67804 0.173
H -2.18122 0.77900 -1.05382 0.341
H -1.04184 1.03514 -1.73549 0.305
O -1.79853 1.59080 -1.45638 -0.691

---

## x
12
Properties=species:S:1:pos:R:3:mulliken_charge:R:1 method="wB97M-V/def2-TZVPD" mol_weight_g_mol=92.1 homo_energy_ha=-0.1516 orbital_gap_ev=8.3 lumo_energy_ev=4.2 charge=-1
O -0.75537 2.52883 0.28192 -0.751
C -0.53497 1.31952 0.06850 0.555
O -0.76809 0.65424 -0.97216 -0.718
C 0.14811 0.56949 1.27548 -0.468
N 1.22271 -0.37323 0.91066 -0.681
H 0.59080 1.39274 1.83070 0.271
H -0.61373 0.06528 1.86940 0.254
H 1.82981 0.14460 0.27938 0.291
H 0.81271 -1.04326 0.25611 0.236
H -0.98798 -1.90516 -2.59749 0.283
H -0.39800 -1.22276 -1.43195 0.397
O -0.54602 -2.13028 -1.77052 -0.669

---

The structure with the most favorable energy is x; the runner-up is 0.0694 hartree above it.